Entry 1:
50
Properties=species:S:1:pos:R:3:forces:R:3 method="wB97M-V/def2-TZVPD" charge=+1 homo_energy_ev="-10.205 / -11.031" spin_multiplicity=5 largest_force_ev_per_a=5.44 s2=6.020
H -2.44776 2.39156 2.32147 0.153 -0.136 0.070
H -1.53902 1.25872 -5.04274 -0.092 0.028 0.219
C -0.75774 0.93986 -3.06725 0.103 0.023 -0.084
C -3.32963 1.43814 -2.14928 -0.032 0.061 -0.108
H -2.24306 -1.91811 5.09865 0.300 0.039 -0.198
H 3.89529 -1.45522 -4.66333 -0.249 0.047 0.145
H -1.11141 1.75967 4.58335 0.042 -0.084 -0.103
H -0.83785 -3.18052 0.48150 -0.056 -0.413 -0.756
H 4.24237 0.75663 -3.54661 -0.132 -0.239 -0.003
C -2.31841 1.11930 -1.23430 -0.207 0.131 -0.405
H -3.83755 1.75694 -4.23530 0.054 -0.106 0.228
C -0.42358 2.64378 1.43363 0.192 1.764 0.128
N 0.62714 -1.04087 3.97272 0.954 0.098 -0.327
H 1.23310 1.91548 -0.65018 -0.260 -0.007 0.381
C -0.85074 -3.76170 -0.47277 0.469 1.371 -0.069
C -0.69897 -1.24967 3.91515 -0.164 -0.054 0.088
C -0.66535 2.01641 3.63261 0.844 0.390 0.128
C 3.24968 -1.14864 -3.84135 -0.172 0.064 0.444
H -2.57552 1.11150 -0.16412 0.196 -0.101 -0.441
C 2.21326 -1.97747 -3.38920 -0.015 0.238 0.059
H -1.54926 -3.29225 -1.19174 0.419 -0.148 0.410
H 2.84212 1.43365 -1.67259 0.051 -0.362 -0.111
C -3.06277 1.48829 -3.52044 0.255 -0.089 0.213
S -1.48046 -0.81050 2.47161 -1.286 -0.992 0.800
N 1.26042 -0.58949 2.76148 1.041 -1.032 0.930
H -0.68826 2.98663 0.43229 0.298 -0.007 0.351
H -1.17230 -4.75541 -0.28630 -0.297 -0.900 0.248
H 2.04009 -2.92626 -3.89513 -0.042 0.184 0.150
H 0.16938 -3.78628 -0.90093 -0.596 -0.025 0.281
H 0.52275 -2.19538 -2.07071 0.337 0.228 -0.047
C -1.77203 1.22059 -3.98001 -0.022 0.079 0.323
H 2.17338 -0.20629 3.03838 -0.442 -0.092 -0.161
C 3.46155 0.07587 -3.20847 0.100 -0.099 0.070
C -1.37312 2.35540 2.45313 0.558 0.222 0.209
H 1.17985 -1.60287 4.62165 -0.022 0.313 -0.367
H -4.33376 1.67467 -1.79661 0.236 -0.119 -0.037
H 1.55547 1.91968 4.05285 -0.328 -0.113 -0.087
Co 0.03339 0.72075 1.58657 -0.941 -2.780 2.795
Si 0.46594 0.62927 -0.50353 0.990 -0.463 -5.332
H -0.68697 -2.01410 5.84584 -0.157 0.118 -0.373
N -1.23978 -1.79746 5.02116 -0.231 0.230 -0.570
C 1.38360 -1.57838 -2.33183 0.305 0.212 -0.161
C 2.67503 0.45200 -2.11945 0.101 -0.278 -0.397
C 1.61657 -0.35666 -1.67243 0.261 0.112 0.294
C 0.73293 2.07190 3.35787 -0.962 1.127 0.092
H 1.81885 2.74342 1.48946 0.035 -0.095 0.090
H 0.26285 0.81359 -3.44892 -0.473 -0.080 0.207
C 0.90354 2.49339 2.00057 -0.717 1.165 0.244
C -1.01318 0.86686 -1.68541 -0.319 0.334 0.431
H 1.44987 -1.41046 2.16894 -0.084 0.235 0.106

=====

Entry 2:
103
Properties=species:S:1:pos:R:3:forces:R:3 method="wB97M-V/def2-TZVPD" charge=0 homo_energy_ev="-6.463 / -7.265" spin_multiplicity=4 largest_force_ev_per_a=3.01 s2=3.793
C 0.96659 -1.74095 -2.21319 0.027 0.114 0.182
C 0.05682 1.68050 -1.36267 0.372 0.788 -0.389
C 2.78456 -3.62242 5.33419 0.002 0.022 -0.010
V -0.50014 0.01708 -0.35660 0.904 0.846 2.739
C -0.12621 -3.08049 -3.86547 -0.005 0.011 0.048
H 3.28506 -1.54923 5.07597 -0.023 -0.010 -0.010
H 2.08678 -1.34699 2.90503 0.059 -0.076 -0.004
C -5.58218 0.23380 -4.01431 0.008 -0.047 -0.031
H 4.67234 -1.39332 1.11284 -0.060 -0.007 0.008
C 2.10618 -4.71892 4.81373 -0.027 0.007 0.002
F -0.09367 4.45329 5.27683 0.028 0.045 0.049
H -2.52228 -0.52844 4.25738 0.036 -0.029 0.008
C 5.86358 3.18791 1.14642 -0.020 0.027 -0.017
C -0.14486 1.91095 2.67315 -0.205 0.245 0.081
C 1.51177 -3.41034 2.90006 -0.058 -0.199 0.000
C -1.87996 3.77970 3.91783 0.079 -0.087 -0.073
H 3.77304 -3.97842 1.67020 0.006 -0.037 0.002
S 0.75156 -3.36049 1.28215 0.059 -0.209 0.321
H 5.35456 -3.32871 -0.17927 0.015 -0.014 -0.114
H -1.19174 -0.75106 3.09938 0.024 0.092 0.005
H 4.29962 4.08876 -0.01569 0.008 -0.031 0.003
N -3.57971 -0.68168 -3.01596 -0.029 -0.041 0.043
C 4.56531 2.01870 -0.50648 -0.094 -0.037 0.015
S 4.91740 -0.61463 -1.16184 0.153 0.025 0.346
H -4.07221 -3.10555 0.92582 -0.039 0.003 0.023
H 2.06904 -5.64895 5.36652 0.026 0.006 -0.021
H -0.10278 -3.86119 -4.61364 0.018 0.008 -0.005
C 0.01789 4.12750 -1.44390 -0.015 0.011 0.077
F -1.95701 1.22480 1.37548 -0.247 0.086 0.045
C 1.04738 -2.68916 -3.19775 -0.023 -0.073 -0.061
C -4.57397 0.30713 -3.06496 -0.121 0.105 0.008
H 0.70521 0.78260 -3.22074 -0.038 -0.014 -0.042
F -3.62498 3.02569 2.51669 -0.082 0.021 0.001
C 4.85942 3.18486 0.18926 0.021 -0.008 0.018
H 7.37475 2.04417 2.15502 -0.009 -0.026 -0.014
H -3.87222 -2.11606 2.68424 -0.049 -0.007 -0.007
H -0.14465 5.07485 -0.94400 -0.037 -0.014 -0.019
O 3.80782 -0.28868 -2.10040 -0.095 -0.087 -0.081
S 0.83690 0.74825 1.86260 0.216 -0.224 -0.260
C 2.05112 -4.32506 0.40923 -0.055 0.281 -0.058
C 5.28053 0.87117 -0.21943 -0.117 -0.081 -0.060
H 1.84235 -1.39293 -1.67763 -0.001 -0.079 -0.073
C -3.11255 -1.39084 2.37633 0.045 0.041 0.096
C -0.15265 2.93229 -0.76246 0.112 0.086 -0.139
H -0.44821 2.99897 0.27675 0.000 -0.007 0.037
C -5.55860 2.32277 -2.19961 -0.008 0.022 -0.035
H -5.58225 -0.58035 -4.73210 -0.003 0.013 0.040
H 0.96299 2.87480 -4.44107 -0.006 -0.011 0.028
C -2.10932 -1.18944 3.49276 0.007 -0.028 -0.031
F 1.55285 2.69995 4.11509 0.121 0.007 0.041
C -0.55595 3.66397 4.30411 0.047 0.063 0.086
H 3.30167 -3.71061 6.28155 -0.041 0.015 -0.005
H 2.00350 -3.12790 -3.44924 0.002 0.061 0.024
F -2.68045 4.67022 4.50126 -0.107 0.099 0.076
H 3.99268 -3.18713 -1.27711 0.020 0.008 0.011
C -3.26693 -2.63502 0.35378 -0.076 0.060 -0.107
H 1.76712 -4.24369 -0.64385 -0.027 -0.061 -0.015
C -1.48689 2.05055 2.34263 0.216 -0.180 -0.072
C 2.14018 -2.29666 3.42893 -0.067 0.158 -0.145
C -2.35219 2.95418 2.91586 -0.050 -0.071 -0.027
H -1.85100 -2.14214 3.96002 0.010 0.020 -0.023
C -6.58042 2.23456 -3.13642 0.006 0.037 0.066
C 0.28755 2.75376 3.69598 -0.006 -0.029 -0.080
H 6.08844 4.09926 1.68698 -0.004 -0.039 -0.011
H -1.56020 -3.27467 -0.79025 0.008 -0.035 -0.037
H -3.05592 -4.16298 -1.14534 0.039 0.010 0.006
O 0.73901 -1.92652 0.87907 0.291 0.159 -0.643
S -3.30728 1.52005 -0.93056 -0.296 -0.001 0.089
C 2.78502 -2.41167 4.65340 0.004 -0.071 0.055
C -6.58541 1.19188 -4.04746 -0.020 -0.004 -0.053
H -3.62917 -0.45923 2.13012 0.005 0.055 -0.065
H -3.74014 -1.96599 -0.37486 -0.022 0.054 0.007
C -2.46040 -3.70577 -0.35206 0.048 0.069 0.096
H 6.86736 -0.04408 0.91353 -0.003 0.046 -0.009
C 0.52756 5.33457 -3.52530 0.030 0.099 -0.047
C 6.58705 2.02977 1.41252 -0.010 0.022 -0.021
H -7.36456 2.98003 -3.15029 0.038 -0.005 -0.017
C 4.15858 -1.61199 0.17540 0.041 0.040 -0.181
N -2.20917 0.25892 -1.29081 -1.130 -0.542 -0.696
O -2.43351 -1.89052 1.22762 0.044 -0.315 -0.020
C -2.42658 -0.59268 -2.27569 -0.074 0.258 0.045
H 1.79620 -5.33204 0.75178 -0.074 -0.015 -0.110
H -2.21635 -2.73532 -4.07452 0.022 0.006 -0.024
H 0.90849 -5.45354 3.17999 0.055 0.004 0.043
C 6.30308 0.86330 0.72063 -0.021 -0.021 0.027
H 3.12392 -1.26694 0.22721 -0.049 0.050 0.144
H -7.36634 1.12248 -4.79370 0.016 -0.012 0.031
H -3.54425 -1.29276 -3.81058 0.019 -0.012 -0.083
C 3.55578 -4.12362 0.60816 -0.041 0.191 0.168
C -4.56101 1.36256 -2.16257 0.228 -0.067 0.007
H -5.52720 3.14372 -1.49113 -0.036 -0.029 -0.038
H 3.78533 1.97496 -1.25706 -0.023 0.045 0.019
C 1.45878 -4.61308 3.59200 0.032 -0.018 0.041
H 3.99479 -5.08375 0.32664 0.040 -0.043 0.119
C -1.30541 -2.44547 -3.56717 0.011 0.012 -0.054
C -1.31693 -1.43908 -2.59354 0.317 -0.057 -0.018
N -0.19463 -1.14451 -1.86243 -0.191 -1.279 -1.287
C 4.29334 -3.07449 -0.22829 -0.197 -0.076 -0.070
C 0.64489 2.88842 -3.40516 0.045 0.046 -0.074
N 0.61665 6.30850 -4.13261 0.003 -0.101 0.081
C 0.40171 4.11126 -2.78187 -0.007 -0.105 -0.041
C 0.48006 1.70619 -2.70179 0.049 0.077 0.123
H -2.15552 -4.48068 0.35113 0.008 -0.010 -0.003

=====

Entry 3:
74
Properties=species:S:1:pos:R:3:forces:R:3 method="wB97M-V/def2-TZVPD" charge=+1 homo_energy_ev="-10.225 / -10.231" spin_multiplicity=6 largest_force_ev_per_a=0.57 s2=9.053
C 2.67639 -1.21156 5.09306 -0.015 0.043 0.108
C -3.91198 -0.93384 1.20784 0.017 -0.021 -0.060
C -2.01388 -1.77676 0.02726 0.050 0.106 0.214
H -3.87559 -2.83091 0.20895 -0.006 0.010 -0.036
N 2.33604 -0.44560 -0.02223 0.137 0.031 0.215
H -1.95485 2.06432 3.22392 0.004 -0.019 -0.020
C -2.90771 1.21822 -2.64209 -0.416 -0.352 -0.008
H 0.22586 -0.18888 2.29764 -0.019 -0.002 -0.027
H -1.50954 -2.57006 -0.51762 -0.043 -0.030 -0.037
C 4.92735 -0.12806 -2.56431 0.023 -0.028 -0.030
H -2.82234 -2.76283 -3.17802 -0.031 -0.085 0.018
H 0.84801 4.96099 -2.42967 0.002 -0.001 -0.004
S -4.60743 1.53273 -2.46023 0.080 -0.023 0.017
C 2.87388 -0.59355 -3.71931 -0.207 -0.125 0.022
C 2.92407 -2.09488 2.46960 -0.120 0.112 0.049
H 4.74943 -0.24325 -4.69397 0.006 -0.027 0.011
C -2.24273 3.60219 -2.46172 -0.016 -0.199 -0.030
N 0.01244 -0.50246 -0.21771 0.232 0.121 -0.107
C 4.22616 -0.31610 -3.74910 0.012 0.003 -0.064
C -3.75253 -2.23745 -2.99345 -0.005 0.164 0.012
H 3.07234 -0.30450 0.65745 -0.020 -0.024 0.063
C -0.53048 1.85661 -2.71739 -0.421 0.292 0.259
C -1.25977 4.57169 -2.40336 0.015 0.091 -0.003
H -3.28895 3.87968 -2.39804 0.014 0.072 0.010
C -4.95978 -2.90288 -2.95398 0.086 -0.061 0.025
C -1.87526 0.35422 1.14468 -0.058 0.051 -0.185
H -2.48348 2.92484 1.75211 0.001 -0.038 -0.035
H 5.98819 0.07249 -2.59986 -0.006 0.007 0.062
C 2.86192 -0.44124 -1.34670 -0.312 -0.242 -0.153
C 4.25168 -0.20577 -1.36214 -0.002 0.051 -0.047
H 1.47828 2.60319 -2.68257 0.015 0.041 0.011
C 1.97601 -1.13023 2.78439 0.174 -0.006 -0.080
C -6.15313 -2.20719 -2.74004 -0.081 0.001 -0.011
C -3.74537 -0.85484 -2.80736 -0.303 0.007 -0.009
C 1.10914 -0.51016 0.51452 0.196 -0.092 0.035
H 6.51013 0.07937 0.96777 0.015 0.002 -0.012
H 3.00169 -2.47463 1.46148 -0.005 0.017 -0.072
C -1.27952 -0.64089 0.35367 0.057 -0.358 -0.006
H 2.37541 -0.76003 -4.67093 -0.020 0.034 -0.003
C 0.07686 4.20297 -2.48182 -0.053 0.037 -0.008
H -0.84344 3.17166 2.38745 -0.001 -0.008 -0.005
C 1.84556 -0.69963 4.11295 0.068 -0.018 -0.062
H -7.09568 -0.30287 -2.43839 0.014 0.005 0.022
C 6.25206 0.05652 -0.08695 0.022 0.008 0.051
C -1.88305 2.26096 -2.60994 0.378 -0.005 -0.024
H 0.39154 -0.16121 6.32055 0.010 -0.018 -0.039
H 6.59421 0.97639 -0.56433 -0.021 0.003 -0.011
H -7.08643 -2.75355 -2.72044 -0.003 0.020 0.014
H 2.58135 -0.88380 6.11889 -0.002 -0.007 -0.037
C -3.32472 -1.93378 0.45528 -0.097 -0.053 -0.041
C 0.42634 2.86696 -2.62795 0.148 -0.330 -0.105
C 3.64229 -2.15353 4.76046 0.030 -0.051 -0.021
O 4.83646 -0.05339 -0.13774 0.024 -0.004 -0.055
O -1.08468 1.41152 1.44957 0.053 -0.026 -0.024
H -3.66478 0.96573 2.15832 0.008 -0.004 -0.030
C 0.65445 0.66150 5.65194 -0.073 0.071 0.103
H 6.72669 -0.80390 -0.56278 -0.012 0.004 0.005
C -3.19225 0.20346 1.55463 -0.016 0.100 0.105
C 2.14029 -0.68271 -2.52228 0.178 0.322 0.207
N 1.05011 -0.58424 1.87078 -0.208 -0.114 -0.004
C -1.63813 2.44447 2.24949 0.012 0.120 0.082
H -4.98712 -3.97609 -3.08869 -0.001 0.016 -0.026
Dy -0.23754 -0.47495 -2.47872 0.488 0.242 0.176
H -0.17325 1.36401 5.60694 0.015 0.002 0.015
H 4.49946 -3.34443 3.19699 -0.005 0.006 0.015
N -2.61970 -0.05261 -2.79786 -0.218 0.179 -0.356
H 4.28764 -2.54745 5.53374 0.004 0.010 -0.008
H -1.53223 5.61380 -2.30077 0.000 -0.011 0.014
H -4.93785 -1.02835 1.53793 0.012 -0.031 0.018
O 0.85350 0.20780 4.32358 -0.027 0.031 0.003
C 3.76322 -2.59619 3.45724 0.028 -0.016 -0.012
C -6.16426 -0.83506 -2.57734 -0.067 -0.001 -0.024
C -4.94783 -0.16444 -2.61720 0.277 0.009 0.004
H 1.54080 1.17247 6.03388 0.004 -0.008 -0.033